Molecular formula: C2H4NO2P
Method: DFT, ωB97M-V/def2-TZVPD

Computed properties:
calculated total energy = -625.0246 Ha
orbital gap (alpha / beta) = 8.6 / 8.6 eV
HOMO energy (alpha / beta) = -0.3395 / -0.3395 Eh
relative energy (zero: lowest compared OMol25 entry of this formula, charge and spin) = 542.5 kJ/mol
maximum force = 4.5 eV Å⁻¹

ORCA input file:
```
! wB97M-V def2-TZVPD RIJCOSX def2/J DEFGRID3
* xyz 0 1
C 0.61 0.87 -0.09
C 0.38 -0.58 -0.86
N 1.08 -0.34 0.44
O -2.15 0.84 -1.18
O -1.88 -0.64 1.61
P -1.12 0.26 -0.34
H 1.25 1.69 -0.21
H 0.88 -0.99 -1.85
H 1.97 -0.67 0.55
H -1.02 -0.44 1.94
*
```